No. 1
The following is a DFT calculation (wB97M-V/def2-TZVPD) of an isolated molecule of C4H9NOS in a non-equilibrium geometry.

Positions of all 16 atoms, in Å:
1 C -0.76913 1.98979 0.20245
2 C -0.79789 0.49549 -0.08776
3 C 0.20884 -0.02678 -1.15461
4 S 0.61925 -1.55400 -0.24889
5 N 2.11987 -1.67971 -0.09935
6 O -0.25001 -2.58601 -0.71164
7 C -0.15198 -0.45798 1.11412
8 H 0.24289 2.16041 0.74033
9 H -1.60370 2.05784 0.92199
10 H -0.99928 2.60163 -0.65737
11 H -1.78566 -0.04967 -0.20514
12 H -0.18760 -0.13795 -2.17457
13 H 1.06077 0.72361 -1.46112
14 H 2.42535 -2.61636 0.21414
15 H 0.66926 -0.03443 1.62923
16 H -0.80098 -0.88588 1.97819

The spin multiplicity is 1. The value obtained for the HOMO energy is -9.4 eV. For the LUMO energy, the calculation gives 0.88 eV. For the HOMO-LUMO gap, the calculation gives 10.332 eV. Its SMILES is C[C@H]1C[S@](=N)(=O)C1.

Listed below, in e, are the natural (NBO) charges computed for each atom: atom 1 (C): -0.62, atom 2 (C): -0.22, atom 3 (C): -0.67, atom 4 (S): 2.01, atom 5 (N): -1.16, atom 6 (O): -0.93, atom 7 (C): -0.63, atom 8 (H): 0.22, atom 9 (H): 0.22, atom 10 (H): 0.22, atom 11 (H): 0.23, atom 12 (H): 0.25, atom 13 (H): 0.25, atom 14 (H): 0.39, atom 15 (H): 0.22, atom 16 (H): 0.23



No. 2
The following is a DFT calculation (wB97M-V/def2-TZVPD) of an isolated molecule of C4H9NOS in a non-equilibrium geometry.

Positions of all 16 atoms, in Å:
1 N -2.44828 -0.62096 -0.25220
2 C -1.00009 -0.65413 -0.42591
3 C -0.16609 -1.01824 0.83412
4 C 0.71898 0.19522 0.51663
5 S 2.33072 -0.07723 -0.18800
6 C -0.36244 0.75835 -0.40830
7 O -1.15680 1.68882 0.27721
8 H -2.71113 -1.45154 0.31568
9 H -2.90022 -0.73921 -1.14841
10 H -0.66493 -1.25912 -1.29632
11 H -0.75978 -0.87544 1.73766
12 H 0.31225 -2.01363 0.88060
13 H 0.91236 0.88980 1.35029
14 H 1.90039 -0.66277 -1.33545
15 H -0.07216 1.19191 -1.37384
16 H -2.05818 1.30458 0.32629

The spin multiplicity is 1. The value obtained for the HOMO energy is -9.0 eV. For the LUMO energy, the calculation gives 0.76 eV. For the HOMO-LUMO gap, the calculation gives 9.739 eV. Its SMILES is N[C@@H]1C[C@@H](S)[C@@H]1O.

Listed below, in e, are the natural (NBO) charges computed for each atom: atom 1 (N): -0.85, atom 2 (C): -0.07, atom 3 (C): -0.43, atom 4 (C): -0.37, atom 5 (S): 0.00, atom 6 (C): 0.08, atom 7 (O): -0.73, atom 8 (H): 0.37, atom 9 (H): 0.37, atom 10 (H): 0.18, atom 11 (H): 0.22, atom 12 (H): 0.22, atom 13 (H): 0.25, atom 14 (H): 0.11, atom 15 (H): 0.17, atom 16 (H): 0.49



No. 3
The following is a DFT calculation (wB97M-V/def2-TZVPD) of an isolated molecule of C4H9NOS in a non-equilibrium geometry.

Positions of all 16 atoms, in Å:
1 C 1.49643 1.48699 -0.08786
2 C 0.41837 0.86064 -1.00846
3 C -1.35652 -0.45358 0.70329
4 C -1.53871 -1.68792 -0.05566
5 N 1.97827 0.45539 0.78408
6 O -1.62438 2.04649 0.73737
7 S -1.36505 1.01058 -0.20865
8 H 2.38845 1.64293 -0.79176
9 H 1.20294 2.45479 0.33089
10 H 0.31728 1.33729 -1.91488
11 H 0.58994 -0.17703 -1.09414
12 H -1.89228 -0.34528 1.60004
13 H -2.52878 -2.07437 0.14584
14 H -0.68864 -2.32688 0.17313
15 H -1.38677 -1.61694 -1.04313
16 H 1.60991 0.74669 1.72960

The spin multiplicity is 1. The value obtained for the HOMO energy (alpha / beta) is -8.0 / -9.1 eV. For the LUMO energy (alpha / beta), the calculation gives -0.45 / -0.47 eV. For the HOMO-LUMO gap (alpha / beta), the calculation gives 7.512 / 8.664 eV.

Listed below, in e, are the natural (NBO) charges computed for each atom: atom 1 (C): -0.32, atom 2 (C): -0.53, atom 3 (C): -0.39, atom 4 (C): -0.69, atom 5 (N): -0.42, atom 6 (O): -0.97, atom 7 (S): 1.27, atom 8 (H): 0.22, atom 9 (H): 0.21, atom 10 (H): 0.21, atom 11 (H): 0.23, atom 12 (H): 0.21, atom 13 (H): 0.23, atom 14 (H): 0.24, atom 15 (H): 0.21, atom 16 (H): 0.31



No. 4
The following is a DFT calculation (wB97M-V/def2-TZVPD) of an isolated molecule of C4H9NOS in a non-equilibrium geometry.

Positions of all 16 atoms, in Å:
1 N -1.73314 0.89899 0.61462
2 C -0.61840 -0.04780 0.52276
3 C -0.94345 -1.48256 0.79050
4 O -0.12860 -2.21376 1.30966
5 C -0.05898 0.10720 -0.88318
6 C 1.34063 0.68685 -0.77154
7 S 2.74874 -0.32764 -0.08481
8 H -1.97566 1.08374 1.57926
9 H -1.37519 1.83709 0.36259
10 H 0.02715 0.05286 1.48498
11 H -1.95515 -1.84399 0.58422
12 H -0.08870 -0.67854 -1.64048
13 H -0.61026 0.87718 -1.40655
14 H 1.35673 1.52502 -0.05304
15 H 1.71086 0.97759 -1.75021
16 H 2.30342 -1.45222 -0.65878

The spin multiplicity is 1. The value obtained for the HOMO energy is -9.0 eV. For the LUMO energy, the calculation gives 0.83 eV. For the HOMO-LUMO gap, the calculation gives 9.808 eV. Its SMILES is N[C@@H](C=O)CCS.

Listed below, in e, are the natural (NBO) charges computed for each atom: atom 1 (N): -0.82, atom 2 (C): -0.18, atom 3 (C): 0.43, atom 4 (O): -0.52, atom 5 (C): -0.43, atom 6 (C): -0.47, atom 7 (S): -0.06, atom 8 (H): 0.36, atom 9 (H): 0.35, atom 10 (H): 0.21, atom 11 (H): 0.12, atom 12 (H): 0.23, atom 13 (H): 0.23, atom 14 (H): 0.21, atom 15 (H): 0.21, atom 16 (H): 0.12



No. 5
The following is a DFT calculation (wB97M-V/def2-TZVPD) of a cluster of 3 separate species, C4H9NOS in total in a non-equilibrium geometry.

Positions of all 16 atoms, in Å:
1 C -0.82266 0.61511 0.84353
2 C -0.40927 -0.34793 -0.28524
3 C -1.42719 -1.39929 -0.40015
4 C 1.96577 -0.06973 -0.28777
5 H -0.47301 0.09468 1.81333
6 H -0.28436 1.53980 1.04105
7 H -1.87601 0.80897 0.84480
8 H -0.54413 0.09887 -1.24143
9 H -2.35193 -0.89578 -0.88985
10 H -1.23731 -2.12511 -1.10982
11 H -1.70982 -1.93311 0.52250
12 H 2.52155 2.01262 -0.11287
13 H 0.75856 2.16357 0.33386
14 N 1.71039 1.10487 -1.10950
15 O 0.84846 -0.77746 -0.19732
16 S 3.33096 -0.89007 0.23487

The spin multiplicity is 1. The value obtained for the HOMO energy is -8.6 eV. For the LUMO energy, the calculation gives -2.30 eV. For the HOMO-LUMO gap, the calculation gives 6.309 eV.

Listed below, in e, are the natural (NBO) charges computed for each atom: atom 1 (C): -0.58, atom 2 (C): 0.07, atom 3 (C): -0.60, atom 4 (C): 0.28, atom 5 (H): 0.22, atom 6 (H): 0.17, atom 7 (H): 0.23, atom 8 (H): 0.19, atom 9 (H): 0.21, atom 10 (H): 0.23, atom 11 (H): 0.21, atom 12 (H): 0.35, atom 13 (H): 0.23, atom 14 (N): -0.64, atom 15 (O): -0.51, atom 16 (S): -0.06



No. 6
The following is a DFT calculation (wB97M-V/def2-TZVPD) of an isolated molecule of C4H9NOS in a non-equilibrium geometry.

Positions of all 16 atoms, in Å:
1 N -0.45445 -0.59653 1.90635
2 C -0.39554 0.18527 0.62536
3 C -0.47606 1.67012 1.02151
4 O -1.46314 2.44868 0.83685
5 C 0.74076 -0.12249 -0.32929
6 C 0.41199 -1.10363 -1.48808
7 S -0.70232 0.10679 -2.49946
8 H -1.21462 -1.26584 1.88314
9 H 0.33163 -1.27629 1.96276
10 H -1.19269 -0.14416 0.11621
11 H 0.36815 1.94743 1.70940
12 H 1.14799 0.85966 -0.73582
13 H 1.71567 -0.41681 0.34859
14 H 0.07212 -2.14458 -1.13917
15 H 1.37099 -1.44174 -2.15717
16 H -0.26046 1.29412 -2.06118

The spin multiplicity is 1. The value obtained for the HOMO energy is -9.4 eV. For the LUMO energy, the calculation gives 0.65 eV. For the HOMO-LUMO gap, the calculation gives 10.045 eV. Its SMILES is N[C@@H](C=O)CCS.

Listed below, in e, are the natural (NBO) charges computed for each atom: atom 1 (N): -0.82, atom 2 (C): -0.19, atom 3 (C): 0.43, atom 4 (O): -0.51, atom 5 (C): -0.43, atom 6 (C): -0.51, atom 7 (S): -0.06, atom 8 (H): 0.37, atom 9 (H): 0.36, atom 10 (H): 0.21, atom 11 (H): 0.12, atom 12 (H): 0.22, atom 13 (H): 0.21, atom 14 (H): 0.24, atom 15 (H): 0.23, atom 16 (H): 0.13



No. 7
The following is a DFT calculation (wB97M-V/def2-TZVPD) of an isolated molecule of C4H9NOS in a non-equilibrium geometry.

Positions of all 16 atoms, in Å:
1 C 0.72908 -0.07945 -0.61750
2 C 2.30405 0.38023 -0.22419
3 C -2.29686 0.00100 0.46704
4 C -0.94974 0.51636 0.91500
5 N 0.03965 -0.50033 0.44777
6 O 1.07833 -1.25821 -1.42874
7 S 0.39298 -2.71350 -1.15224
8 H 0.58795 0.70369 -1.32539
9 H 2.94128 0.35768 -1.06527
10 H 2.56989 -0.46224 0.47827
11 H 2.31459 1.32851 0.17561
12 H -3.06901 0.57310 0.97447
13 H -2.40549 0.15082 -0.62775
14 H -2.48455 -1.08404 0.58076
15 H -0.92891 1.47601 0.44791
16 H -0.82324 0.61037 1.95423

The spin multiplicity is 3. The value obtained for the HOMO energy (alpha / beta) is -8.5 / -8.3 eV. For the LUMO energy (alpha / beta), the calculation gives 1.01 / -1.13 eV. For the HOMO-LUMO gap (alpha / beta), the calculation gives 9.555 / 7.140 eV. Its expectation value of S² is 2.01.

Listed below, in e, are the natural (NBO) charges computed for each atom: atom 1 (C): 0.16, atom 2 (C): -0.58, atom 3 (C): -0.61, atom 4 (C): -0.28, atom 5 (N): -0.23, atom 6 (O): -0.64, atom 7 (S): 0.31, atom 8 (H): 0.19, atom 9 (H): 0.22, atom 10 (H): 0.22, atom 11 (H): 0.20, atom 12 (H): 0.22, atom 13 (H): 0.21, atom 14 (H): 0.23, atom 15 (H): 0.18, atom 16 (H): 0.21



No. 8
The following is a DFT calculation (wB97M-V/def2-TZVPD) of an isolated molecule of C4H9NOS2 in a non-equilibrium geometry.

Positions of all 17 atoms, in Å:
1 C -2.50446 0.83365 0.53045
2 O -1.89452 0.40896 -0.63831
3 N -0.64173 -0.15652 -0.66651
4 C -0.99913 -1.68724 -0.44751
5 C 0.52262 0.45140 -0.44709
6 S 0.85978 2.08026 -0.58905
7 S 1.87104 -0.86462 -0.34208
8 C 3.20146 0.29144 0.28987
9 H -1.62876 1.19298 1.21476
10 H -3.06357 1.60259 -0.04382
11 H -3.20847 0.16086 1.03896
12 H -0.26248 -2.15586 0.25359
13 H -1.96227 -1.79484 0.02828
14 H -0.95292 -2.04326 -1.42677
15 H 3.66445 1.34798 -0.32322
16 H 4.09345 -0.24877 0.21228
17 H 2.90550 0.58101 1.35617

The spin multiplicity is 1. The value obtained for the HOMO energy is -8.3 eV. For the LUMO energy, the calculation gives 0.56 eV. For the HOMO-LUMO gap, the calculation gives 8.853 eV. Its SMILES is CON(C)C(=S)SC.

Listed below, in e, are the natural (NBO) charges computed for each atom: atom 1 (C): -0.27, atom 2 (O): -0.38, atom 3 (N): -0.14, atom 4 (C): -0.42, atom 5 (C): -0.05, atom 6 (S): -0.14, atom 7 (S): 0.19, atom 8 (C): -0.74, atom 9 (H): 0.20, atom 10 (H): 0.22, atom 11 (H): 0.17, atom 12 (H): 0.22, atom 13 (H): 0.22, atom 14 (H): 0.22, atom 15 (H): 0.25, atom 16 (H): 0.21, atom 17 (H): 0.23



Calculated relative energy (zero: lowest compared OMol25 entry of this formula, charge and spin) in order - 376.15; 154.41; 597.91; 207.57; 904.92; 316.80; 92.52; 488.52 kJ/mol